Density functional theory data (ωB97M-V/def2-TZVPD) for a cluster of 14 separate species, C66H160N8O6 in total.

XYZ file:
```
240
Properties=species:S:1:pos:R:3
C 13.49527 -10.28928 -10.83953
C 13.82340 -11.65639 -11.39474
N 15.26035 -11.79712 -11.57363
C 15.61381 -12.63159 -12.73815
C 15.19264 -14.08784 -12.50557
C 15.96889 -12.07044 -10.30668
C 17.49285 -11.88671 -10.41019
H 13.88720 -10.20580 -9.82587
H 12.45452 -10.02703 -11.02972
H 14.05626 -9.60777 -11.47902
H 13.45801 -12.48480 -10.78784
H 13.36008 -11.75914 -12.37600
H 15.24438 -12.20066 -13.66870
H 16.69419 -12.52448 -12.83521
H 15.70849 -14.66108 -13.27589
H 15.41344 -14.49626 -11.51940
H 14.10958 -14.12557 -12.62245
H 15.70703 -13.01981 -9.83950
H 15.58495 -11.39089 -9.54583
H 17.73101 -11.02723 -11.03683
H 17.99233 -12.67957 -10.96697
H 17.90163 -11.68102 -9.42090
C 16.95806 -5.74317 -7.14727
C 17.96948 -5.83760 -6.02688
N 18.04672 -4.60008 -5.20299
C 16.83549 -4.16503 -4.53323
C 16.25219 -5.22073 -3.56775
C 19.20943 -4.63050 -4.30759
C 20.50261 -4.28706 -5.06316
H 17.07552 -6.51152 -7.91144
H 16.89041 -4.82675 -7.73353
H 15.98662 -5.79706 -6.65584
H 17.67913 -6.66464 -5.37896
H 18.95717 -6.06879 -6.42577
H 17.15567 -3.24430 -4.04552
H 16.04643 -3.90242 -5.23786
H 16.99794 -5.75759 -2.98146
H 15.60566 -4.70525 -2.85756
H 15.57297 -5.89696 -4.08685
H 19.20727 -5.62625 -3.86421
H 19.03502 -3.86200 -3.55453
H 20.71490 -4.95050 -5.90154
H 21.39353 -4.43189 -4.45210
H 20.60217 -3.27735 -5.46149
C 14.17486 7.49339 -10.31218
C 15.44198 6.75468 -10.77254
N 15.70614 5.45766 -10.05833
C 17.09520 5.00824 -10.09463
C 18.12098 5.86733 -9.29801
C 14.82406 4.41863 -10.59732
C 14.40416 3.35897 -9.51530
H 14.08729 7.53987 -9.22670
H 13.22910 7.04300 -10.61348
H 14.21030 8.50957 -10.70485
H 15.41310 6.56645 -11.84577
H 16.30311 7.37318 -10.51956
H 17.19865 3.99580 -9.70430
H 17.45122 4.92080 -11.12113
H 17.77153 5.97397 -8.27106
H 19.11060 5.42047 -9.20287
H 18.29989 6.86640 -9.69544
H 15.25892 3.97694 -11.49392
H 13.90706 4.78454 -11.05919
H 13.96563 2.44987 -9.92679
H 13.92364 3.87773 -8.68578
H 15.26246 2.94872 -8.98323
C 17.95493 1.55659 -23.41176
C 17.46077 2.05645 -22.03682
N 18.43029 2.99535 -21.46583
C 18.59492 4.22608 -22.30787
C 19.28225 5.41376 -21.57011
C 19.82963 2.43781 -21.27397
C 19.75195 1.19588 -20.37651
H 18.87099 0.96589 -23.40984
H 18.11113 2.38437 -24.10349
H 17.13590 1.00255 -23.87037
H 16.48041 2.52732 -22.10939
H 17.40217 1.30332 -21.25104
H 17.62230 4.57948 -22.65028
H 19.20007 3.98733 -23.18245
H 18.72604 5.59329 -20.65005
H 19.29596 6.31756 -22.17926
H 20.29274 5.19896 -21.22241
H 20.24074 2.09717 -22.22427
H 20.60372 3.12566 -20.93373
H 20.69653 0.75041 -20.06437
H 19.23520 1.35958 -19.43086
H 19.38182 0.29860 -20.87250
C 8.29082 4.27341 -23.76909
C 8.43773 3.62374 -22.37108
N 9.80391 3.71470 -21.82909
C 9.92742 2.80375 -20.69661
C 9.57742 1.32258 -20.99161
C 10.09781 5.10107 -21.39148
C 11.59573 5.27074 -21.03478
H 8.51818 5.33389 -23.66058
H 7.28018 4.07406 -24.12541
H 8.88861 3.86636 -24.58460
H 7.74093 4.08363 -21.67032
H 8.16001 2.57018 -22.40258
H 10.96662 2.79539 -20.36785
H 9.38502 3.12422 -19.80712
H 9.91334 0.65722 -20.19627
H 8.51788 1.09321 -20.87828
H 9.95887 0.89969 -21.92100
H 9.48658 5.38282 -20.53409
H 9.76896 5.78210 -22.17644
H 11.83969 4.63708 -20.18210
H 11.83954 6.30923 -20.81072
H 12.22666 4.93923 -21.85948
C 16.48974 -5.51239 -24.19488
C 16.85922 -4.22285 -23.39662
N 17.38410 -4.50177 -22.07050
C 16.33463 -5.07454 -21.21051
C 15.06944 -4.22880 -21.01656
C 18.64356 -5.22618 -21.99342
C 19.71147 -4.53701 -22.74169
H 16.27595 -5.35026 -25.25134
H 15.58944 -5.94261 -23.75616
H 17.34179 -6.18802 -24.27004
H 17.58271 -3.63817 -23.96478
H 15.96058 -3.60765 -23.35086
H 16.04701 -6.07851 -21.52263
H 16.77750 -5.19951 -20.22242
H 14.41119 -4.61405 -20.23786
H 15.36676 -3.22218 -20.72257
H 14.43293 -4.12183 -21.89491
H 18.59870 -6.30519 -22.14114
H 18.94025 -5.13330 -20.94870
H 19.52564 -4.50726 -23.81532
H 20.66301 -5.04878 -22.59765
H 19.69062 -3.47334 -22.50445
C 22.15942 -6.98080 -11.54456
C 21.72514 -6.12476 -12.72740
N 22.85948 -5.37608 -13.36333
C 22.32125 -4.25640 -14.14000
C 21.48441 -4.59667 -15.39228
C 23.64994 -6.26403 -14.15700
C 24.99735 -5.71161 -14.62690
H 22.95869 -6.47050 -11.00710
H 22.66183 -7.90740 -11.82224
H 21.35053 -7.22862 -10.85724
H 21.12207 -6.69486 -13.43408
H 21.04387 -5.35322 -12.36862
H 21.67345 -3.62723 -13.52961
H 23.18333 -3.63231 -14.37541
H 20.61535 -5.20046 -15.13099
H 21.09756 -3.75558 -15.96763
H 21.96978 -5.24447 -16.12227
H 23.05518 -6.69777 -14.96088
H 23.87660 -7.10785 -13.50531
H 24.90846 -4.73492 -15.10258
H 25.45894 -6.42286 -15.31185
H 25.65575 -5.63367 -13.76172
C 9.12361 -4.60365 -5.07377
C 8.93227 -5.90106 -5.86404
N 7.83671 -5.85683 -6.85566
C 7.94353 -4.77908 -7.83119
C 9.27856 -4.70289 -8.56740
C 6.49051 -5.98201 -6.34099
C 6.26188 -7.43121 -5.94975
H 8.17459 -4.37139 -4.59055
H 9.31744 -3.75164 -5.72538
H 9.93934 -4.70141 -4.35743
H 9.89384 -6.17788 -6.29631
H 8.79631 -6.69199 -5.12645
H 7.85434 -3.80819 -7.34382
H 7.13630 -4.87154 -8.55778
H 10.04955 -4.26220 -7.93537
H 9.22536 -4.15252 -9.50674
H 9.54737 -5.70918 -8.88866
H 6.27556 -5.33100 -5.49359
H 5.76735 -5.80248 -7.13654
H 6.48674 -8.11671 -6.76684
H 6.86919 -7.58007 -5.05694
H 5.22435 -7.47963 -5.61917
C 16.56991 3.70550 -16.54541
O 17.72336 4.18806 -17.15229
H 15.95926 3.11798 -17.23101
H 16.89612 3.06331 -15.72730
H 15.91670 4.48824 -16.15976
H 17.75445 3.87987 -18.06095
C 19.53882 -0.92832 -9.43421
O 18.46007 -1.16053 -8.54288
H 19.94122 -1.88635 -9.76341
H 19.17323 -0.44545 -10.34046
H 20.41889 -0.43749 -9.01867
H 18.76663 -1.84981 -7.94915
C 11.98470 -8.06929 -16.60719
C 10.78087 -7.78287 -15.71953
C 9.87901 -6.89440 -16.53435
O 10.24985 -7.08615 -17.90195
C 11.15555 -8.15842 -17.92384
H 12.47824 -8.99397 -16.30806
H 12.63368 -7.20172 -16.72660
H 11.00035 -7.25397 -14.79206
H 10.24873 -8.68270 -15.41094
H 10.00434 -5.86347 -16.20330
H 8.83082 -7.17180 -16.42282
H 11.79065 -8.04536 -18.80245
H 10.57488 -9.07916 -17.98032
C 9.39278 5.67425 -14.06552
C 8.70538 4.30657 -14.16052
C 9.90217 3.38845 -14.06188
O 10.83398 4.03822 -14.96217
C 10.69592 5.44783 -14.83864
H 9.53250 5.89028 -13.00633
H 8.83290 6.51855 -14.46776
H 8.05471 4.19628 -15.02802
H 8.18331 4.20810 -13.20876
H 9.79775 2.34518 -14.35985
H 10.41749 3.35985 -13.10182
H 10.66973 5.82566 -15.86073
H 11.49055 5.92925 -14.26865
C 15.79206 -3.60022 -13.83218
C 15.70168 -2.61191 -14.96474
C 14.30878 -2.02813 -14.83897
O 13.64632 -2.59559 -13.71228
C 14.71705 -3.11218 -12.83899
H 16.77534 -3.66401 -13.36614
H 15.55138 -4.57524 -14.25585
H 16.00693 -3.05132 -15.91439
H 16.44866 -1.84184 -14.77214
H 13.66972 -2.22977 -15.69865
H 14.28320 -0.95698 -14.63878
H 14.29589 -3.87848 -12.18822
H 15.05627 -2.33221 -12.15731
C 18.97089 -11.13866 -19.71424
C 19.26121 -10.09779 -18.64984
C 18.03818 -9.95181 -17.71633
O 17.08234 -10.72722 -18.41134
C 17.43493 -10.96461 -19.80040
H 19.24428 -12.14828 -19.40764
H 19.50924 -10.93784 -20.64050
H 19.46199 -9.17337 -19.19133
H 20.14238 -10.42357 -18.09712
H 17.76044 -8.89911 -17.66360
H 18.18364 -10.43391 -16.74962
H 17.20655 -10.09393 -20.41509
H 16.99482 -11.84043 -20.27721
```

## Properties
**E_LUMO**: 0.056 eV
**Kohn-Sham gap**: 8.149 eV
**Total charge**: 0
**Largest force on an atom**: 3.0 eV/Å
**Energy**: -3499.76931 a.u.

Here are the Löwdin charges for atoms 1 to 6, given in e:
1. C -0.086
2. C -0.291
3. N -0.208
4. C -0.238
5. C -0.081
6. C -0.250